Entry 1:
The following is a DFT calculation (ωB97M-V/def2-TZVPD) of an isolated molecule of C17H27NO2.

XYZ file:
```
47
Properties=species:S:1:pos:R:3:nbo_charge:R:1
C -3.925 -1.674 1.802 -0.609
C -2.932 -2.527 1.020 -0.395
C -3.081 -2.391 -0.497 -0.387
C -2.839 -0.983 -1.044 -0.402
C -1.412 -0.487 -0.816 -0.405
C -1.106 0.818 -1.554 -0.399
C -1.923 2.027 -1.092 -0.390
C -1.688 2.452 0.364 -0.498
C -0.294 3.025 0.535 0.683
O -0.032 4.198 0.376 -0.631
N 0.642 2.113 0.905 -0.622
C 2.048 2.440 0.903 -0.260
C 2.664 2.209 -0.486 -0.080
O 2.440 0.896 -0.954 -0.523
C 3.159 -0.147 -0.443 0.381
C 4.236 -0.038 0.428 -0.340
C 4.891 -1.181 0.857 -0.173
C 4.485 -2.433 0.434 -0.250
C 3.411 -2.542 -0.435 -0.187
C 2.753 -1.412 -0.871 -0.288
H -3.736 -0.614 1.655 0.197
H -4.943 -1.889 1.484 0.202
H -3.847 -1.886 2.866 0.211
H -3.089 -3.576 1.282 0.202
H -1.914 -2.269 1.317 0.193
H -2.383 -3.081 -0.977 0.198
H -4.092 -2.700 -0.775 0.198
H -3.037 -0.996 -2.119 0.203
H -3.550 -0.293 -0.589 0.195
H -1.237 -0.363 0.254 0.182
H -0.716 -1.252 -1.171 0.203
H -1.308 0.667 -2.618 0.204
H -0.040 1.038 -1.462 0.213
H -1.679 2.877 -1.735 0.217
H -2.986 1.815 -1.224 0.204
H -2.399 3.241 0.613 0.238
H -1.844 1.614 1.043 0.205
H 0.412 1.133 0.848 0.398
H 2.141 3.498 1.158 0.240
H 2.549 1.829 1.658 0.204
H 3.730 2.461 -0.485 0.179
H 2.152 2.850 -1.209 0.209
H 4.582 0.924 0.773 0.217
H 5.729 -1.084 1.531 0.213
H 5.001 -3.317 0.777 0.214
H 3.086 -3.514 -0.776 0.215
H 1.919 -1.476 -1.553 0.221
```

As for the frontier orbital gap: 0.3490 hartree. The value obtained for the strongest force on any atom is 0.66 eV/Å. For the HOMO energy, the calculation gives -8.7 eV. The calculation puts the lowest unoccupied orbital energy at 0.029 hartree. For the energy above the lowest of the compared OMol25 structures with the same formula, charge and spin, the calculation gives 0.2591 eV. Its net charge is 0.

***

Entry 2:
The following is a DFT calculation (ωB97M-V/def2-TZVPD) of an isolated molecule of C20H17BF3N5O3 in a non-equilibrium geometry.

XYZ file:
```
49
Properties=species:S:1:pos:R:3:nbo_charge:R:1
C -4.173 2.429 -0.233 -0.279
C -3.243 2.792 -1.122 -0.319
C -1.914 2.116 -1.204 0.673
O -1.756 1.043 -0.698 -0.590
N -0.893 2.800 -1.961 -0.621
C 0.457 2.510 -1.746 0.186
C 1.482 3.096 -2.488 -0.273
C 2.824 2.880 -2.157 -0.202
C 3.140 2.096 -1.108 -0.209
C 2.151 1.447 -0.330 0.179
N 2.557 0.575 0.674 -0.574
C 1.887 -0.081 1.708 0.476
N 0.750 -0.699 1.536 -0.520
C 0.255 -1.317 2.608 0.598
N -1.018 -1.988 2.409 -0.603
C -1.599 -2.390 1.160 0.176
C -2.655 -3.310 1.149 -0.255
C -3.075 -3.806 -0.050 -0.187
C -2.386 -3.589 -1.227 -0.220
C -1.470 -2.605 -1.266 -0.345
B -0.950 -2.097 -2.656 1.109
O -0.641 -3.105 -3.558 -0.870
O -0.758 -0.751 -2.909 -0.920
C -0.973 -2.027 -0.061 -0.238
N 0.811 -1.463 3.775 -0.511
C 2.008 -0.869 3.948 0.122
C 2.621 -0.152 2.950 -0.304
C 4.070 0.296 3.110 0.976
F 4.434 0.139 4.359 -0.307
F 4.235 1.555 2.760 -0.314
F 4.821 -0.489 2.348 -0.321
C 0.859 1.721 -0.646 -0.306
H -5.203 2.671 -0.400 0.207
H -3.847 1.860 0.636 0.216
H -3.513 3.413 -1.895 0.201
H -1.170 3.397 -2.675 0.405
H 1.179 3.640 -3.382 0.204
H 3.570 3.407 -2.777 0.224
H 4.139 1.793 -0.845 0.195
H 3.542 0.715 0.890 0.396
H -1.509 -2.226 3.338 0.413
H -2.972 -3.644 2.103 0.205
H -3.928 -4.470 -0.039 0.206
H -2.814 -3.852 -2.212 0.214
H -0.401 -2.634 -4.362 0.483
H -1.032 -0.106 -2.217 0.521
H -0.423 -1.129 -0.075 0.247
H 2.458 -0.920 4.926 0.212
H 0.069 1.326 -0.087 0.247
```

As for the frontier orbital gap: 0.2871 hartree. The value obtained for the strongest force on any atom is 3.82 eV/Å. For the HOMO energy, the calculation gives -7.8 eV. The calculation puts the lowest unoccupied orbital energy at 0.000 hartree. For the energy above the lowest of the compared OMol25 structures with the same formula, charge and spin, the calculation gives 0.0000 eV. Its net charge is 0.

***

Entry 3:
The following is a DFT calculation (ωB97M-V/def2-TZVPD) of a cluster of 6 separate species, C12H38N2O6 in total in a non-equilibrium geometry.

XYZ file:
```
58
Properties=species:S:1:pos:R:3:nbo_charge:R:1
C -0.582 2.249 -5.152 -0.243
O -0.326 2.124 -3.771 -0.546
C -0.605 0.844 -3.250 -0.072
C 0.300 0.590 -2.036 -0.069
C 1.783 0.741 -2.377 -0.622
N 0.081 -0.749 -1.471 -0.880
H -0.151 3.200 -5.457 0.194
H -1.666 2.249 -5.335 0.163
H -0.170 1.439 -5.762 0.165
H -1.657 0.833 -2.933 0.167
H -0.494 0.028 -3.974 0.160
H 0.011 1.320 -1.279 0.192
H 2.273 0.708 -1.403 0.218
H 2.007 1.665 -2.906 0.227
H 2.167 -0.064 -3.006 0.201
H -0.929 -0.891 -1.346 0.404
H 0.338 -1.450 -2.165 0.360
C 0.534 -3.617 1.283 -0.251
O -0.699 -4.201 0.938 -0.538
C -1.507 -3.370 0.144 -0.061
C -2.065 -2.137 0.868 -0.092
C -3.145 -2.535 1.879 -0.617
N -2.651 -1.243 -0.143 -0.876
H 1.158 -4.406 1.696 0.194
H 0.438 -2.851 2.063 0.153
H 1.018 -3.113 0.442 0.180
H -1.000 -3.124 -0.796 0.167
H -2.377 -3.943 -0.198 0.179
H -1.278 -1.601 1.390 0.197
H -2.847 -3.253 2.644 0.220
H -3.976 -2.959 1.313 0.201
H -3.458 -1.618 2.383 0.198
H -3.667 -1.294 -0.208 0.361
H -2.589 -0.269 0.171 0.391
C -1.717 4.001 1.426 -0.632
C -1.466 2.665 0.740 -0.066
O -2.107 1.613 1.437 -0.768
H -1.553 3.916 2.500 0.206
H -2.735 4.363 1.268 0.207
H -1.087 4.811 1.047 0.211
H -0.391 2.462 0.699 0.168
H -1.821 2.685 -0.291 0.172
H -1.571 1.232 2.143 0.496
C 4.745 1.122 2.042 -0.633
C 4.699 0.303 0.764 -0.055
O 3.953 -0.885 0.946 -0.754
H 5.240 0.562 2.841 0.205
H 3.731 1.286 2.414 0.203
H 5.287 2.060 1.915 0.204
H 5.710 0.036 0.460 0.168
H 4.255 0.883 -0.052 0.147
H 3.026 -0.645 1.161 0.497
O 1.242 -0.227 1.095 -1.009
H 0.456 -0.353 1.637 0.478
H 0.941 -0.418 0.165 0.511
O -1.007 -0.148 3.423 -0.966
H -0.285 -0.322 4.041 0.492
H -1.813 -0.305 3.933 0.491
```

As for the frontier orbital gap: 0.3480 hartree. The value obtained for the strongest force on any atom is 1.28 eV/Å. For the HOMO energy, the calculation gives -9.3 eV. The calculation puts the lowest unoccupied orbital energy at 0.004 hartree. For the energy above the lowest of the compared OMol25 structures with the same formula, charge and spin, the calculation gives 0.0000 eV. Its net charge is 0.

***

Entry 4:
The following is a DFT calculation (ωB97M-V/def2-TZVPD) of a cluster of 9 separate species, C39H51Br2I2N10O5 in total in a non-equilibrium geometry.

XYZ file:
```
109
Properties=species:S:1:pos:R:3:mulliken_charge:R:1
C 2.871 -2.591 3.317 -0.146
C 1.956 -3.161 2.797 -0.064
O 0.865 -3.670 2.260 -0.375
C 0.901 -3.651 0.858 -0.428
O 1.314 -4.576 0.246 -0.391
C 0.329 -2.402 0.249 1.146
C 1.128 -1.420 -0.330 1.405
C 2.627 -1.627 -0.357 -1.215
C 3.124 -2.773 -1.286 -0.367
C 4.237 -3.524 -0.564 -1.550
I 4.059 -1.811 -3.001 0.053
C 0.530 -0.282 -0.869 -0.124
C 1.445 0.739 -1.481 -0.295
C 2.152 1.646 -0.420 -0.977
C 3.680 1.739 -0.599 -0.311
C 4.211 3.157 -0.594 -1.144
O 3.876 3.818 0.630 -0.371
C 4.616 3.448 1.686 0.133
O 4.149 3.468 2.791 -0.452
N -0.828 -0.137 -0.829 0.272
C -1.483 1.034 -1.440 -0.558
Br -0.991 2.650 -0.473 0.128
C -1.303 0.982 -3.012 -0.269
C -2.642 0.614 -3.629 -1.686
Br -0.880 2.744 -3.765 -0.032
C -1.621 -1.095 -0.284 1.433
C -3.132 -1.012 -0.269 -2.262
C -3.682 -0.552 1.114 -0.313
C -4.796 -1.489 1.573 -1.125
I -4.356 1.477 1.114 0.018
C -1.037 -2.200 0.272 1.012
O -1.862 -3.184 0.852 -0.545
C -1.923 -3.047 2.153 0.438
N -1.905 -2.826 3.276 -0.465
H 3.662 -2.001 3.701 0.452
H 3.174 -0.733 -0.593 0.185
H 2.913 -1.889 0.660 -0.136
H 2.334 -3.427 -1.623 0.663
H 4.621 -4.351 -1.152 0.395
H 5.066 -2.834 -0.427 0.612
H 3.925 -3.821 0.433 0.390
H 0.967 1.398 -2.195 -0.232
H 2.231 0.229 -2.020 0.305
H 1.881 1.362 0.593 0.440
H 1.750 2.645 -0.547 0.576
H 4.041 1.203 -1.475 0.545
H 4.135 1.230 0.254 0.191
H 5.294 3.087 -0.661 0.446
H 3.846 3.703 -1.459 0.329
H 5.648 3.114 1.513 0.402
H -2.545 1.012 -1.278 0.092
H -0.529 0.277 -3.289 0.806
H -2.998 -0.361 -3.296 0.188
H -2.615 0.683 -4.706 0.417
H -3.374 1.356 -3.318 0.577
H -3.488 -2.026 -0.414 0.524
H -3.527 -0.439 -1.097 0.612
H -2.865 -0.614 1.824 0.602
H -5.027 -1.374 2.625 0.008
H -5.688 -1.325 0.973 0.488
H -4.497 -2.520 1.400 0.389
C 7.678 -5.775 0.932 -0.799
C 7.399 -4.343 0.909 0.402
N 7.188 -3.217 0.890 -0.413
H 8.703 -5.955 0.616 0.303
H 7.543 -6.160 1.941 0.274
H 7.000 -6.294 0.258 0.268
C 1.949 4.294 5.064 -0.682
C 0.819 4.042 5.950 0.392
N -0.085 3.843 6.626 -0.433
H 1.855 3.687 4.166 0.150
H 1.976 5.344 4.781 0.293
H 2.880 4.038 5.564 0.331
C 6.089 4.547 -4.042 -0.835
C 6.306 3.273 -3.365 0.415
N 6.477 2.270 -2.836 -0.397
H 6.018 4.387 -5.116 0.307
H 5.167 5.003 -3.687 0.262
H 6.920 5.219 -3.837 0.295
C -4.995 0.905 5.355 -0.618
C -5.624 -0.383 5.091 0.403
N -6.099 -1.405 4.887 -0.464
H -4.264 0.796 6.154 0.321
H -4.499 1.268 4.460 -0.028
H -5.743 1.634 5.656 0.343
C -7.798 -4.853 4.842 -0.644
C -8.062 -4.671 3.419 0.342
N -8.255 -4.529 2.299 -0.401
H -8.722 -5.076 5.371 0.272
H -7.100 -5.676 4.982 0.251
H -7.361 -3.941 5.249 0.193
C -4.891 0.931 -7.902 -0.783
C -5.055 1.053 -6.457 0.422
N -5.188 1.148 -5.321 -0.401
H -5.643 1.532 -8.409 0.305
H -3.900 1.276 -8.195 0.215
H -5.006 -0.109 -8.199 0.271
C -2.289 4.098 4.284 -0.184
C -3.513 4.014 5.080 0.361
N -4.471 3.947 5.707 -0.461
H -2.380 3.496 3.379 0.033
H -2.113 5.135 4.004 0.341
H -1.444 3.741 4.870 -0.091
C -0.012 0.549 -6.536 -0.052
C -0.670 0.600 -7.836 0.207
N -1.208 0.641 -8.846 -0.394
H -0.755 0.358 -5.766 -0.305
H 0.730 -0.248 -6.521 0.321
H 0.477 1.497 -6.329 0.244
```

As for the frontier orbital gap: 0.2723 hartree. The value obtained for the strongest force on any atom is 1.31 eV/Å. For the HOMO energy, the calculation gives -12.2 eV. The calculation puts the lowest unoccupied orbital energy at -0.175 hartree. Its net charge is +1.

***

Entry 5:
The following is a DFT calculation (ωB97M-V/def2-TZVPD) of an isolated molecule of C18H35NO.

XYZ file:
```
55
Properties=species:S:1:pos:R:3:nbo_charge:R:1
C 2.995 2.003 -0.173 -0.602
C 2.685 1.831 1.310 -0.391
C 1.443 2.623 1.713 -0.409
C 1.094 2.474 3.196 -0.386
C 0.434 1.140 3.551 -0.395
C -1.032 1.082 3.122 -0.406
C -1.701 -0.254 3.455 -0.385
C -1.267 -1.409 2.549 -0.402
C -1.833 -1.276 1.138 -0.416
C -1.355 -2.359 0.170 -0.384
C 0.162 -2.435 -0.021 -0.413
C 0.820 -1.111 -0.416 -0.231
N 0.368 -0.589 -1.692 -0.452
C 0.800 -1.281 -2.886 -0.216
C -0.332 -1.985 -3.640 -0.410
C -1.134 -1.037 -4.527 -0.393
C -1.817 0.084 -3.749 -0.391
C -0.834 1.040 -3.067 -0.502
C -0.370 0.542 -1.713 0.700
O -0.663 1.145 -0.692 -0.657
H 3.216 3.045 -0.396 0.201
H 3.853 1.400 -0.464 0.201
H 2.138 1.704 -0.771 0.203
H 2.535 0.771 1.523 0.188
H 3.540 2.167 1.902 0.191
H 0.601 2.306 1.096 0.224
H 1.624 3.679 1.500 0.195
H 0.419 3.282 3.486 0.197
H 2.011 2.587 3.782 0.194
H 0.993 0.327 3.088 0.188
H 0.487 0.996 4.634 0.197
H -1.110 1.277 2.053 0.213
H -1.573 1.879 3.638 0.198
H -1.476 -0.510 4.493 0.195
H -2.785 -0.137 3.373 0.197
H -1.610 -2.352 2.984 0.198
H -0.178 -1.441 2.516 0.188
H -2.924 -1.329 1.193 0.198
H -1.581 -0.299 0.729 0.230
H -1.827 -2.173 -0.798 0.193
H -1.699 -3.336 0.519 0.200
H 0.630 -2.771 0.906 0.210
H 0.378 -3.191 -0.781 0.197
H 1.907 -1.250 -0.462 0.195
H 0.600 -0.348 0.330 0.244
H 1.537 -2.024 -2.573 0.213
H 1.305 -0.582 -3.563 0.196
H -0.996 -2.465 -2.920 0.206
H 0.103 -2.767 -4.266 0.211
H -1.894 -1.613 -5.060 0.211
H -0.469 -0.599 -5.276 0.192
H -2.486 -0.340 -2.997 0.205
H -2.431 0.658 -4.446 0.214
H -1.328 1.995 -2.880 0.242
H 0.024 1.225 -3.718 0.213
```

As for the frontier orbital gap: 0.3691 hartree. The value obtained for the strongest force on any atom is 0.45 eV/Å. For the HOMO energy, the calculation gives -9.2 eV. The calculation puts the lowest unoccupied orbital energy at 0.032 hartree. For the energy above the lowest of the compared OMol25 structures with the same formula, charge and spin, the calculation gives 0.0000 eV. Its net charge is 0.

***

Which formula does entry 2 have?
C20H17BF3N5O3